17
Properties=species:S:1:pos:R:3:forces:R:3 method="wB97M-V/def2-TZVPD" gap_ev=9.8 e_homo_ev=-9.076 relative_energy_ev=0.065 charge=0
S 0.1741 -3.0659 -1.0049 0.2 -0.1 -0.1
C 0.8265 -1.6726 -3.3451 0.1 0.2 0.0
C -0.2312 -2.5610 -2.7053 -0.4 -0.1 -0.2
H 1.3103 -3.7268 -1.3131 -0.2 0.1 0.1
H 0.9886 -0.7679 -2.7354 0.0 -0.4 -0.3
H 0.5048 -1.3640 -4.3540 0.2 -0.1 0.3
H 1.7831 -2.2148 -3.4314 -0.3 0.3 0.0
H -1.1901 -2.0172 -2.6045 0.4 -0.3 -0.1
H -0.4194 -3.4649 -3.3161 0.0 0.5 0.3
Cl -1.5938 3.1610 1.3497 0.0 0.0 0.0
Cl 0.6572 2.0528 4.8527 0.0 0.0 0.0
C -0.2230 2.9370 2.4676 0.8 0.2 -0.1
C -0.7136 2.2768 3.7349 -0.8 -0.2 0.1
H 0.5431 2.3215 1.9579 -0.5 0.3 0.3
H 0.2236 3.9291 2.6718 -0.4 -0.6 -0.1
H -1.4797 2.8923 4.2445 0.5 -0.3 -0.3
H -1.1602 1.2847 3.5306 0.4 0.6 0.1

***

17
Properties=species:S:1:pos:R:3:forces:R:3 method="wB97M-V/def2-TZVPD" gap_ev="6.6 / 8.6" e_homo_ev="-7.621 / -8.006" relative_energy_ev=4.429 charge=0
C -1.1338 -0.3929 1.2385 -2.9 0.2 4.5
C -0.5973 -0.5323 -1.7607 -0.6 -1.2 2.3
C -1.2814 0.9335 0.5636 1.6 -1.7 -3.7
C -0.6399 0.6157 -0.8220 2.7 3.8 -1.4
Si 2.4792 -0.0025 0.5114 -1.7 -0.3 -0.1
Cl 3.7380 1.3024 -0.2605 1.3 1.3 -1.2
Cl 3.0102 -1.9171 0.1023 0.1 -0.6 -0.2
H -1.6277 -0.3329 2.3326 0.8 -0.2 -2.2
H -0.1182 -0.4966 1.4677 1.6 -0.8 0.1
H -1.6081 -1.2960 0.7877 0.6 1.0 -0.1
H 0.2166 -1.2457 -1.6379 0.6 0.3 0.1
H -1.4117 -1.1802 -1.5241 -1.1 -0.6 -0.3
H -0.6241 -0.2470 -2.7657 -0.1 0.6 -1.5
H -2.2722 1.2187 0.3741 -1.8 0.3 0.0
H -0.7543 1.8283 0.8766 0.2 -0.4 0.9
H -0.1151 1.5173 -1.3778 -1.2 -1.4 1.5
H 2.7400 0.2272 1.8943 -0.1 -0.1 1.3

***

20
Properties=species:S:1:pos:R:3:forces:R:3 method="wB97M-V/def2-TZVPD" gap_ev="10.6 / 4.2" e_homo_ev="-10.172 / -10.104" multiplicity=2 relative_energy_ev=0.912 charge=0
Mg -9.0240 -19.5122 20.2379 0.3 -0.1 0.0
Cl -9.0336 -20.2971 22.3238 0.0 0.0 0.0
Cl -8.3281 -20.8989 18.5270 -0.3 0.1 -0.2
Cl -10.8597 -18.2597 19.5351 0.1 -0.2 -0.2
C -4.6095 -19.6395 19.3959 -0.4 -2.5 2.9
O -4.4248 -18.4075 20.0096 0.7 0.4 -0.6
C -5.0551 -17.4173 19.3021 -1.8 0.8 0.8
C -6.6558 -17.6238 18.9270 1.9 0.8 -0.7
O -7.5691 -18.0657 19.9438 0.5 -0.2 -1.1
C -7.5792 -17.3210 21.1233 1.0 1.3 1.8
H -3.8842 -20.2560 19.9270 0.2 -0.4 -0.5
H -4.6145 -19.9134 18.3408 0.2 1.2 -0.3
H -5.5424 -19.9083 19.8915 -0.6 -1.1 -0.9
H -4.4349 -17.2846 18.4156 -0.7 0.6 -0.6
H -4.9525 -16.5931 20.0079 -0.2 0.7 -0.6
H -6.7105 -18.2075 18.0081 -0.3 -0.9 0.6
H -7.0157 -16.6713 18.5378 0.1 0.5 0.5
H -8.5081 -17.4738 21.6728 0.2 -0.4 0.0
H -7.4526 -16.2385 21.1051 -0.5 0.4 -1.4
H -6.6865 -17.5188 21.7167 -0.2 -0.9 0.4

***

20
Properties=species:S:1:pos:R:3:forces:R:3 method="wB97M-V/def2-TZVPD" gap_ev="7.0 / 6.4" e_homo_ev="-8.399 / -8.121" relative_energy_ev=2.409 charge=0
C 0.9847 2.0995 -0.7545 0.6 0.1 -1.6
C 0.7926 -1.2728 1.1033 -2.5 -3.3 0.9
C 0.8902 0.5782 -0.5338 2.4 1.1 0.3
C 0.5976 0.2193 0.9162 -0.5 -0.8 0.4
Si -1.1829 0.7687 1.3235 1.0 -1.8 -1.2
Si -1.8598 -1.7301 -1.2587 1.5 2.0 -0.1
Cl -1.7265 0.7054 3.2780 -0.1 -0.1 0.2
Cl -3.3632 -2.7884 -0.6004 -1.8 -1.1 0.6
Cl -0.3559 -3.0592 -1.6313 0.5 -0.4 0.0
Cl -2.1207 -0.9892 -3.1773 -0.4 0.2 0.2
H 0.1343 2.6217 -1.1817 -0.5 -0.6 -0.4
H 1.8198 2.3363 -1.4334 -0.2 -0.1 0.2
H 1.1323 2.6833 0.1062 0.6 0.4 1.6
H -0.1843 -1.7762 0.6705 1.7 0.8 0.9
H 1.5400 -1.9049 0.5501 0.0 1.5 0.4
H 0.7770 -1.6668 2.1931 0.2 1.0 -1.6
H 0.2607 0.2099 -1.3267 -0.5 -0.8 0.1
H 1.9272 0.1106 -0.6643 -1.3 0.7 -0.4
H 1.2546 0.7688 1.6114 0.0 0.1 -0.4
H -1.3177 2.0861 0.8099 -0.5 1.1 -0.2

***

17
Properties=species:S:1:pos:R:3:forces:R:3 method="wB97M-V/def2-TZVPD" gap_ev="7.7 / 7.3" e_homo_ev="-7.799 / -8.442" relative_energy_ev=3.514 charge=0
C -2.8824 -0.2756 0.9887 -0.7 2.2 -4.1
C 2.7262 -0.5363 -1.2991 -1.3 0.1 -2.7
C -1.4072 -0.4124 1.0872 -0.7 4.7 -1.9
C 2.5920 0.2303 -0.0223 -1.3 1.0 -1.5
Si -0.4537 1.0130 0.0876 0.4 -2.3 -0.7
Cl -1.1324 2.8624 0.5569 -0.2 0.5 0.2
I -0.9491 0.5804 -2.4040 0.1 0.2 0.9
H -3.3141 0.6188 1.3684 0.1 1.0 0.8
H -3.3698 -0.2617 -0.1008 1.6 -0.3 1.9
H -3.3483 -1.0346 1.4363 -1.9 -3.2 2.0
H 3.7061 -0.8286 -1.6538 0.9 0.2 0.7
H 2.2086 -1.5007 -1.4114 -0.2 0.0 1.0
H 2.3293 -0.0844 -2.2960 0.4 0.2 2.1
H -1.0572 -1.2536 0.6875 1.4 -3.6 -1.7
H -0.9874 -0.2965 2.0146 0.6 0.2 2.7
H 2.4584 1.3022 0.0444 0.3 0.1 -0.7
H 2.8809 -0.1227 0.9157 0.3 -1.2 1.2

***

16
Properties=species:S:1:pos:R:3:forces:R:3 method="wB97M-V/def2-TZVPD" gap_ev=10.3 e_homo_ev=-9.212 relative_energy_ev=1.076 charge=0
C 0.6930 2.6249 -1.0603 1.2 -0.5 -1.3
C 0.9844 0.5504 -0.0776 -0.5 -1.3 0.9
C 0.8986 -1.0144 -0.1121 -1.4 2.2 -1.5
C -0.6030 -1.3996 -0.2021 0.7 0.5 0.2
H 0.8388 3.2083 -2.0183 -0.7 -0.4 1.2
H 1.4795 2.9621 -0.3528 -0.2 0.0 -0.3
H -0.2692 2.7346 -0.5165 0.4 0.1 -0.9
H 1.7353 0.9396 -1.8378 0.9 0.4 -0.8
H 0.1598 0.9163 0.6244 1.1 -0.3 -1.0
H 1.9469 0.8282 0.3610 0.0 0.1 0.4
H 1.3208 -1.3383 -1.0872 0.2 -0.1 0.7
H 1.4752 -1.3070 0.7357 0.0 -1.1 0.5
H -0.6637 -2.4283 -0.5685 -0.6 0.0 0.7
H -1.1049 -0.7336 -0.9345 0.4 -0.4 0.5
N 0.8795 1.1576 -1.3888 -2.0 1.4 1.7
Cl -1.4655 -1.0855 1.4134 0.5 -0.6 -1.1

***

17
Properties=species:S:1:pos:R:3:forces:R:3 method="wB97M-V/def2-TZVPD" gap_ev="7.8 / 8.9" e_homo_ev="-13.223 / -13.621" relative_energy_ev=5.424 charge=+1
C 0.6100 -0.6543 1.0651 0.1 3.6 1.6
C 1.0727 0.2102 -0.1170 0.6 -2.1 -0.8
C -0.6624 0.0738 1.7406 0.5 -3.4 -1.1
C -0.6841 0.4254 -2.0080 -3.3 1.3 2.8
N 0.2233 -1.9578 0.7605 -2.1 -0.4 -1.7
N 0.1193 1.0073 -0.9223 0.3 -0.1 3.6
Cl 1.3443 -3.0702 0.9855 1.2 -1.1 0.2
H 1.4683 -0.7208 1.7318 0.2 0.6 0.3
H 1.9558 -0.0760 -0.7233 -0.5 0.1 0.6
H -0.6710 1.1238 1.7448 0.3 1.5 0.0
H -0.8257 -0.2762 2.7667 0.1 0.0 -0.4
H -1.4519 -0.3567 1.0841 -0.1 0.6 0.7
H -1.6248 0.0233 -1.5414 1.2 -0.2 -0.7
H -0.9676 1.2631 -2.5679 -0.7 1.2 -1.0
H -0.1643 -0.1831 -2.6185 1.9 -2.5 -1.5
H -0.4417 1.4289 -0.1189 0.0 -0.3 -1.7
H 0.6997 1.7395 -1.2619 0.5 1.1 -0.7

***

17
Properties=species:S:1:pos:R:3:forces:R:3 method="wB97M-V/def2-TZVPD" gap_ev=10.6 e_homo_ev=-13.513 relative_energy_ev=1.464 charge=+1
C -1.4498 -0.4464 0.7975 -1.3 0.6 -0.7
C -2.4547 0.5507 0.9854 -0.9 1.6 0.7
C 1.9176 2.3557 -1.3060 1.1 -0.3 1.0
C 1.3596 1.5592 -0.4057 0.0 -1.1 -0.7
N -0.6688 -1.0887 0.2885 0.8 -1.2 0.0
N 1.3892 -2.4758 -0.2198 4.2 0.5 -0.8
Cl 2.4869 0.3722 0.3697 -0.4 1.0 0.2
H -2.6033 1.0825 -0.0045 0.0 -0.7 1.2
H -3.4146 0.2071 1.4386 0.8 0.0 -0.6
H -2.0332 1.2657 1.7146 -0.3 0.0 -0.3
H 3.0206 2.4141 -1.3661 -0.8 -0.2 0.0
H 1.4042 3.0191 -1.9558 -0.8 0.4 -0.2
H 0.2943 1.2893 -0.2228 1.2 0.6 -0.2
H 0.3820 -2.1635 -0.0893 -0.1 -0.8 0.2
H 1.9993 -3.1360 0.3176 -1.8 -0.4 -0.4
H 1.7596 -2.4889 -1.2164 -1.0 -0.2 1.4
H 1.8623 -1.6171 0.1632 -0.6 0.1 -0.6